6 unconnected molecules or ions with the total composition C43H90N6O6 at a distorted geometry, computed with ωB97M-V/def2-TZVPD.

XYZ file:
```
145
Properties=species:S:1:pos:R:3:forces:R:3:mulliken_charge:R:1
N 0.498 0.266 1.262 0.07 0.32 1.21 0.217
O 1.535 -0.352 1.525 1.59 -1.17 -0.12 0.035
O 0.467 1.467 1.593 -1.07 -0.11 -0.92 -0.607
O -0.459 -0.378 0.787 -0.56 0.65 -0.54 -0.433
C 3.529 4.260 -2.383 -0.01 0.10 1.71 -1.547
C 3.737 3.339 -1.096 2.47 -0.34 -1.97 1.635
C 5.137 2.661 -1.196 1.22 0.61 -0.60 -1.642
C 5.722 2.033 0.078 -0.41 -0.92 0.38 -0.392
C 5.715 3.048 1.201 0.16 -0.93 -1.18 -1.372
C 4.303 3.583 1.482 3.78 0.48 1.10 1.553
N 3.760 4.131 0.232 -5.78 0.82 -0.68 0.896
O 2.876 4.987 0.312 3.09 -1.73 -0.26 -0.319
C 4.634 4.707 2.461 -2.24 1.78 0.05 -1.850
C 3.372 2.506 2.060 -1.23 0.92 -0.50 -1.364
C 2.692 2.225 -1.109 -0.26 1.02 0.85 -1.733
H 2.475 4.377 -2.634 -0.06 0.07 0.26 0.215
H 4.016 3.837 -3.260 0.21 -0.27 0.30 0.409
H 3.958 5.243 -2.189 -0.01 0.05 -0.19 0.489
H 5.825 3.414 -1.595 0.16 0.33 0.53 0.532
H 5.193 1.982 -2.049 -0.70 -0.39 0.19 0.423
H 6.736 1.639 0.003 0.10 0.36 -0.74 0.537
H 5.185 1.119 0.354 -0.41 0.10 0.04 0.042
H 6.430 3.793 0.845 -0.37 0.61 0.40 0.374
H 6.108 2.684 2.149 -0.04 -0.21 -0.09 0.555
H 4.872 4.355 3.461 0.11 -0.20 -0.19 0.416
H 3.763 5.365 2.534 -0.30 -0.28 0.60 0.470
H 5.344 5.459 2.118 0.64 -0.70 -0.22 0.453
H 3.822 2.040 2.934 0.21 0.12 -0.12 0.495
H 2.991 1.763 1.367 0.49 -0.17 0.06 -0.124
H 2.461 3.041 2.341 -0.01 -0.11 0.41 0.506
H 1.781 2.632 -0.666 -0.21 -0.54 0.17 0.081
H 3.116 1.380 -0.574 -0.60 -0.28 -0.13 0.315
H 2.486 2.026 -2.159 0.22 -0.19 0.04 0.948
C -5.047 0.558 1.725 -2.57 0.66 0.98 -1.650
C -4.980 -0.938 1.625 3.08 -1.03 -1.64 1.832
C -3.530 -1.383 1.722 2.81 0.36 0.58 -1.506
C -3.185 -2.861 1.870 -0.46 -0.41 0.18 0.263
C -3.919 -3.386 3.088 -0.02 0.33 -1.09 -1.686
C -5.424 -3.099 3.069 0.73 -2.05 1.41 1.272
N -5.714 -1.695 2.726 -4.36 1.27 -2.16 0.926
O -6.843 -1.293 2.959 2.82 -0.43 0.32 -0.342
C -5.832 -3.414 4.536 -1.65 1.02 0.15 -1.786
C -6.302 -3.974 2.096 -0.43 -0.78 0.77 -1.448
C -5.361 -1.408 0.151 -0.93 0.02 1.35 -1.498
H -5.976 0.899 1.262 0.01 0.00 -0.21 0.418
H -4.266 1.178 1.293 0.48 -0.69 0.12 0.349
H -5.249 0.823 2.765 0.61 0.28 0.11 0.429
H -2.976 -0.867 2.515 -0.57 0.03 0.60 0.394
H -2.914 -0.973 0.919 -0.62 0.05 -0.53 0.348
H -2.142 -3.046 2.133 0.26 0.58 -0.51 -0.432
H -3.377 -3.432 0.959 -0.20 -0.08 0.04 0.409
H -3.473 -2.858 3.931 -0.19 -0.17 0.25 0.462
H -3.758 -4.455 3.220 -0.21 0.00 0.11 0.608
H -5.327 -2.772 5.258 0.36 -0.07 -0.18 0.414
H -5.709 -4.454 4.829 0.41 -0.02 -0.47 0.424
H -6.889 -3.204 4.713 -0.10 -0.07 -0.21 0.487
H -7.358 -3.717 2.186 0.08 0.47 -0.06 0.476
H -6.295 -4.981 2.521 0.34 0.03 0.19 0.460
H -6.077 -4.153 1.046 0.54 0.71 0.05 0.289
H -4.663 -0.927 -0.530 0.03 0.21 0.26 0.399
H -6.371 -1.067 -0.074 -0.07 -0.34 -0.17 0.389
H -5.231 -2.482 0.054 -0.28 0.06 -0.14 0.372
C 1.659 0.291 4.790 1.98 0.13 -1.24 -1.657
C 1.745 -1.207 4.918 -1.36 0.08 0.00 1.025
C 0.351 -1.724 4.448 0.60 -1.12 0.85 -0.597
C 0.282 -3.228 4.244 0.82 0.40 -0.69 -0.782
C 1.282 -3.633 3.108 -0.01 0.07 1.37 -0.539
C 2.791 -3.210 3.370 -1.52 -1.51 -0.47 1.232
N 2.836 -1.799 3.957 1.97 1.16 0.81 1.361
O 3.859 -1.170 3.813 -2.36 -1.12 0.12 -0.426
C 3.662 -3.252 2.083 -0.69 0.19 0.82 -1.529
C 3.300 -4.141 4.524 1.19 1.40 0.38 -1.535
C 2.107 -1.491 6.417 -0.29 -1.38 -0.89 -1.538
H 0.890 0.661 5.461 0.09 0.13 -0.15 0.528
H 1.533 0.542 3.736 -0.61 0.28 0.12 0.134
H 2.659 0.668 5.016 -0.26 0.50 0.55 0.482
H 0.050 -1.258 3.511 -0.04 0.52 0.28 -0.154
H -0.260 -1.494 5.322 -0.49 0.47 -0.43 0.611
H -0.701 -3.541 3.890 -0.11 0.13 0.14 0.088
H 0.428 -3.707 5.212 0.29 -0.42 -0.24 0.600
H 0.892 -3.261 2.161 0.21 0.19 -0.03 -0.499
H 1.223 -4.722 3.122 0.53 -0.06 -0.49 0.690
H 4.672 -2.926 2.319 0.03 -0.06 -0.27 0.454
H 3.188 -2.625 1.326 0.18 0.31 0.09 0.128
H 3.677 -4.257 1.663 0.03 -0.14 0.38 0.433
H 3.597 -5.154 4.262 -0.59 0.04 -0.63 0.413
H 2.637 -4.140 5.387 -0.16 -0.19 -0.21 0.310
H 4.238 -3.702 4.876 0.07 -0.02 0.15 0.419
H 1.458 -0.973 7.123 -0.16 0.46 -0.51 0.450
H 3.134 -1.214 6.646 0.04 -0.20 -0.08 0.374
H 1.887 -2.542 6.605 0.57 -0.08 0.29 0.378
C -0.853 3.990 -0.788 -0.75 1.56 -0.90 -1.348
C -0.969 3.661 -2.281 0.61 -1.00 -0.05 0.688
C -1.856 4.558 -3.138 1.62 -0.25 -1.18 -0.909
N -2.109 4.040 -4.566 -1.68 -1.54 -0.95 0.113
C -0.948 3.879 -5.494 1.17 0.31 0.57 -0.955
C -3.078 5.027 -5.247 -1.29 -1.29 0.18 -0.355
C -4.036 4.149 -6.108 -0.60 -0.31 -0.42 -0.754
C -3.610 2.681 -5.905 0.84 0.84 -1.36 -0.636
C -2.856 2.691 -4.611 -0.27 -0.60 0.88 -0.504
H -0.326 4.943 -0.696 0.60 -0.28 0.22 0.354
H -0.389 3.165 -0.255 -0.18 0.20 0.30 0.140
H -1.829 4.306 -0.414 -0.14 -0.77 0.41 0.495
H -1.274 2.612 -2.340 -0.46 0.04 -0.19 0.037
H 0.059 3.626 -2.652 -0.04 0.24 -0.42 -0.013
H -1.332 5.462 -3.454 -0.13 0.48 1.02 0.420
H -2.811 4.767 -2.661 -0.06 -0.03 -0.24 0.364
H -0.292 4.736 -5.342 0.15 -0.12 -0.01 0.371
H -1.194 3.851 -6.553 -0.70 0.23 0.21 0.478
H -0.431 2.938 -5.313 0.12 0.18 0.39 0.229
H -2.561 5.760 -5.860 0.22 0.12 0.47 0.403
H -3.606 5.417 -4.380 -0.15 0.71 -0.51 0.357
H -4.051 4.388 -7.171 0.60 0.19 0.03 0.350
H -5.102 4.245 -5.897 0.17 0.38 0.79 0.378
H -2.895 2.474 -6.704 0.03 -0.25 0.01 0.279
H -4.394 1.947 -6.071 -0.13 0.08 0.65 0.468
H -2.161 1.857 -4.516 0.36 0.29 -0.14 0.147
H -3.515 2.551 -3.752 -0.08 0.75 0.12 0.434
C 1.680 -3.068 -6.393 -0.46 -0.10 0.17 -1.412
C 0.857 -2.395 -5.239 0.63 1.38 -1.72 -0.588
C 1.509 -2.590 -3.895 -1.86 0.70 0.40 -0.436
N 0.708 -1.972 -2.713 -0.60 2.08 0.28 0.845
C 0.541 -0.434 -2.799 -0.49 -0.91 -0.90 -1.480
C 1.488 -2.305 -1.465 -1.05 -1.45 0.67 -0.117
C 0.901 -3.694 -1.091 0.34 -0.03 0.97 -0.867
C -0.598 -3.537 -1.314 0.65 0.11 -0.74 0.363
C -0.717 -2.518 -2.442 -0.13 -1.31 -0.48 -0.755
H 1.319 -2.771 -7.378 -0.76 -0.41 0.15 0.411
H 1.707 -4.150 -6.278 -0.05 -0.01 -0.28 0.359
H 2.705 -2.715 -6.527 0.15 0.10 0.99 0.366
H -0.228 -2.513 -5.248 0.10 -1.29 0.02 0.527
H 0.834 -1.354 -5.582 0.60 0.40 0.64 0.212
H 2.451 -2.054 -3.809 0.27 -0.56 -0.19 0.417
H 1.505 -3.647 -3.635 0.67 0.00 -0.11 0.375
H 0.150 -0.171 -3.782 0.13 -0.29 -0.14 0.382
H 1.461 0.128 -2.662 0.11 -0.41 0.34 0.517
H -0.265 -0.188 -2.112 0.57 0.23 0.47 0.375
H 1.193 -1.577 -0.709 0.27 0.02 0.11 -0.443
H 2.559 -2.360 -1.639 -0.07 0.41 -0.18 0.424
H 1.049 -3.980 -0.049 0.30 0.48 0.12 0.316
H 1.375 -4.534 -1.601 -0.18 0.22 -0.56 0.480
H -1.053 -3.065 -0.446 -0.11 -0.60 0.23 -0.585
H -1.057 -4.457 -1.670 -0.22 -0.08 0.68 0.546
H -1.487 -1.831 -2.099 0.74 0.97 -0.47 0.275
H -1.137 -3.010 -3.318 0.49 0.26 -0.34 0.327
```
Positions in Å, forces in eV/Å.

ΔE to the lowest compared entry with this formula, charge and spin = 0.0000 eV
Kohn-Sham gap = 6.16 eV
net charge = +4
electronic energy = -2470.6191 a.u.
maximum force = 0.1143 Eh/bohr